1.
DFT (ωB97M-V/def2-TZVPD) results for C13H13NOS in the gas phase.

Structure (XYZ):
```
29
Properties=species:S:1:pos:R:3:forces:R:3:mulliken_charge:R:1
C -5.10005 1.11676 -1.01528 -0.03 -0.04 0.06 -1.40
C -3.81008 0.49230 -0.57913 0.05 0.05 -0.01 0.69
C -3.58494 -0.86827 -0.76448 0.04 0.06 0.01 -0.61
C -2.41002 -1.45514 -0.34377 0.11 0.02 0.05 -0.75
C -1.43032 -0.68327 0.27168 0.31 0.00 0.11 1.03
S 0.03444 -1.54584 0.77426 0.03 -0.08 0.30 -0.22
C 0.96440 -0.35060 1.79347 -0.52 -0.13 -0.19 -0.98
C 1.63340 0.78383 1.02450 -0.37 -0.07 0.46 0.67
O 1.40119 1.93698 1.33620 0.09 -0.10 -0.10 -0.66
C 2.55561 0.42502 -0.02447 0.45 0.70 -0.44 0.21
C 3.36124 1.28150 -0.76875 -0.39 -0.22 0.36 -0.62
C 4.11259 0.49588 -1.64217 0.07 -0.14 -0.11 -0.66
C 3.75029 -0.81567 -1.42090 0.30 -0.06 -0.22 -0.36
N 2.82591 -0.85086 -0.44416 -0.04 -0.23 0.20 0.13
C -1.63188 0.67376 0.45788 0.00 -0.03 0.03 -0.25
C -2.81969 1.24564 0.03432 -0.12 -0.06 -0.05 -1.06
H -5.87936 0.91577 -0.27930 -0.10 0.04 -0.01 0.29
H -5.42614 0.70378 -1.96764 -0.07 0.03 -0.07 0.37
H -4.99630 2.19438 -1.11407 -0.05 0.07 -0.03 0.36
H -4.34076 -1.47528 -1.24164 -0.08 -0.06 -0.06 0.38
H -2.23960 -2.51201 -0.48574 -0.04 -0.13 -0.03 0.36
H 1.72655 -0.95518 2.28948 -0.03 0.00 0.02 0.52
H 0.29059 0.06268 2.54482 0.17 0.06 -0.01 0.44
H 3.38557 2.34730 -0.66374 -0.04 0.20 0.07 0.52
H 4.83570 0.84122 -2.35360 0.14 0.01 -0.15 0.42
H 4.09765 -1.71210 -1.89681 0.01 -0.16 -0.05 0.43
H 2.33794 -1.67347 -0.12451 0.04 0.12 -0.20 0.11
H -0.88599 1.29968 0.91859 0.11 0.05 0.06 0.32
H -2.96843 2.30498 0.18534 -0.04 0.12 -0.01 0.32
```
Positions in Å, forces in eV/Å.

Output
HOMO: -8.17 eV
Kohn-Sham gap: 0.3158 Ha
LUMO: 0.42 eV
charge: 0
SMILES: Cc1ccc(SCC(=O)c2ccc[nH]2)cc1

---

2.
DFT (ωB97M-V/def2-TZVPD) results for C13H13NS in the gas phase at a distorted geometry.

Structure (XYZ):
```
28
Properties=species:S:1:pos:R:3:forces:R:3:mulliken_charge:R:1
C -4.25778 -1.62306 -0.26425 -0.38 -2.69 -0.41 -1.18
C -2.87982 -1.29451 0.02959 -0.16 2.73 -0.58 0.56
C -1.75403 -1.99908 0.09860 0.93 0.34 1.07 -1.30
C -0.72472 -1.09626 0.41364 0.72 2.05 -0.44 1.12
C -1.26332 0.19934 0.39019 3.87 1.27 0.35 -0.62
N -2.56304 0.11412 0.09783 -1.49 -1.97 0.17 -0.13
C -0.01025 1.33624 0.32532 -2.70 -3.55 -0.59 0.85
C -0.05109 2.73588 0.78089 -1.02 1.16 1.31 -0.51
C -0.01382 2.43134 -0.68950 -0.03 0.81 -1.32 -0.67
C 1.11778 0.36922 0.32490 -0.04 0.15 0.30 -0.12
C 2.49632 0.59005 0.12180 1.28 0.51 0.32 -1.16
C 3.27253 -0.53852 0.05879 -1.84 -1.08 -1.00 0.62
C 4.66459 -0.96709 -0.33953 1.24 3.09 0.85 -1.12
S 2.18700 -1.89480 0.19730 -1.03 -0.55 0.13 -0.36
C 0.72109 -0.94781 0.36141 1.87 0.25 -0.12 0.24
H -4.81594 -1.91718 0.64279 -0.09 0.18 -0.57 0.23
H -4.63858 -0.77285 -0.74788 -1.26 1.02 -0.52 0.38
H -4.27882 -2.46962 -1.03246 -0.21 0.98 1.16 0.30
H -1.67257 -3.03312 0.10285 0.02 -1.70 -0.26 0.46
H -3.32372 0.74713 0.30157 0.43 0.27 -0.10 0.27
H 0.80193 3.12273 1.39470 -0.77 -0.25 -1.00 0.20
H -1.06501 3.10234 1.11812 1.37 -0.47 -0.11 0.23
H -0.91097 2.58728 -1.33000 0.57 -0.03 0.89 0.21
H 0.90100 2.64512 -1.26700 -0.35 -0.41 0.53 0.22
H 2.92000 1.58738 0.06264 0.00 -0.01 -0.14 0.34
H 4.71992 -1.94582 -0.80304 -0.05 0.07 -0.01 0.37
H 5.19912 -0.14637 -0.96977 -1.09 -1.56 0.73 0.28
H 5.22221 -0.92211 0.62049 0.18 -0.59 -0.65 0.29
```
Positions in Å, forces in eV/Å.

Output
HOMO: -6.93 eV
Kohn-Sham gap: 0.2836 Ha
LUMO: 0.79 eV
charge: 0
SMILES: Cc1cc2c([nH]1)C1(CC1)c1cc(C)sc1-2

---

3.
DFT (ωB97M-V/def2-TZVPD) results for 2 unconnected molecules or ions with the total composition C13H13OP at a distorted geometry.

Structure (XYZ):
```
28
Properties=species:S:1:pos:R:3:forces:R:3:mulliken_charge:R:1
C 3.79514 0.62843 1.27590 0.03 2.14 1.46 -0.18
C -4.00428 1.15068 0.69699 -0.69 1.11 1.94 -0.22
C 2.83323 1.56373 0.83675 1.08 0.74 1.44 -0.48
C 3.96356 -0.55388 0.70243 0.06 -4.00 -0.76 -0.56
C -2.69848 1.33293 1.17955 2.26 -0.98 -2.78 -0.76
C -4.35282 0.08431 -0.08700 -2.77 0.60 -1.79 -0.30
C 2.01780 1.30557 -0.22734 -0.40 -1.77 -0.43 -0.50
C 3.08289 -0.87549 -0.32012 -0.55 1.56 -0.10 -0.39
C -1.64701 0.45934 0.64361 -2.14 -0.09 -0.33 -0.26
C -3.43524 -0.82367 -0.50837 1.68 1.01 1.15 -0.52
C 2.11114 0.01358 -0.86182 1.39 0.52 0.55 0.97
C -2.09545 -0.62597 -0.17209 0.79 0.74 1.10 0.32
C 1.42020 -0.36248 -2.06040 0.33 -0.75 1.84 -1.44
O -1.46174 -3.02041 -1.40541 -0.24 -0.09 -0.48 -0.60
P -0.88108 -1.83384 -0.73000 1.15 -0.82 1.89 0.46
H 4.34532 0.79701 2.18426 0.20 0.61 0.17 0.35
H -4.87227 1.77938 1.05874 1.43 -0.29 -0.56 0.28
H 2.87859 2.47344 1.47684 -0.76 -0.43 -1.00 0.30
H 4.61357 -1.42211 1.11260 -0.95 1.92 -0.65 0.25
H -2.32846 2.30061 1.47886 -0.40 0.04 1.03 0.33
H -5.39172 0.11723 -0.60262 1.64 -0.48 1.42 0.24
H 1.18673 1.88862 -0.56153 -0.06 0.92 -0.04 0.46
H 3.02733 -1.86625 -0.59452 0.12 -2.06 -1.13 0.42
H -0.54212 0.57592 0.77647 -1.23 0.20 0.24 0.34
H -3.69193 -1.69833 -0.98350 -0.60 -1.68 -1.48 0.56
H 0.49902 0.07784 -2.33925 -0.39 0.62 -0.71 0.53
H 1.90566 -1.16860 -2.58920 -0.57 -0.11 -0.38 0.33
H -0.27760 -2.29760 0.62019 -0.40 0.82 -1.60 0.08
```
Positions in Å, forces in eV/Å.

Output
HOMO (alpha / beta): -7.70 / -8.08 eV
Kohn-Sham gap (alpha / beta): 0.2413 / 0.2703 Ha
LUMO (alpha / beta): -1.13 / -0.72 eV
charge: 0

---

4.
DFT (ωB97M-V/def2-TZVPD) results for 2 unconnected molecules or ions with the total composition C13H14BF2N2O3 at a distorted geometry.

Structure (XYZ):
```
35
Properties=species:S:1:pos:R:3:forces:R:3:mulliken_charge:R:1
C -0.67530 -4.20462 1.42261 -0.27 -0.32 0.48 -0.88
C -2.23813 -3.97340 1.14867 1.51 1.01 0.12 -0.46
B -2.51462 -2.43083 0.72566 -0.86 -1.17 -0.38 0.23
O -3.64227 -2.02207 -0.00281 1.17 0.19 1.53 -0.54
C -1.40586 -1.34710 1.23838 0.35 0.92 0.32 0.48
C -1.51117 -0.86504 2.63192 3.09 1.42 -1.98 0.22
F -2.48204 -1.28480 3.47980 1.35 0.57 -1.31 -0.24
C -0.47676 0.07700 3.08674 -2.16 -1.91 -0.61 -0.27
N 0.52023 0.47210 2.21837 -0.90 -0.77 -0.05 0.00
C 0.65426 0.04898 0.92452 -1.50 -1.84 -1.54 -0.51
C -0.31800 -0.89857 0.34277 -0.23 1.18 3.65 0.27
O -0.21629 -1.37725 -0.95841 -1.73 1.76 1.84 -0.33
N 0.92787 -2.23524 -1.08602 2.48 -0.34 -0.69 0.19
O 1.82608 -1.63876 -1.51587 -0.71 -0.75 0.29 -0.19
H -0.30646 -3.61360 2.31369 -0.46 -0.53 -0.93 0.25
H -0.03560 -3.93160 0.54480 -0.62 -0.37 0.71 0.23
H -0.50480 -5.28377 1.68620 -0.05 1.03 -0.39 0.36
H -2.56591 -4.69959 0.36237 -0.15 0.65 0.91 0.34
H -2.74442 -4.10461 2.14582 0.07 -0.25 -1.01 0.30
H -4.44840 -2.00377 0.54408 0.16 -0.23 -0.59 0.35
H -0.53517 0.42173 4.14921 0.52 0.00 -1.27 0.41
H 1.20707 1.13729 2.59050 -0.27 -0.29 -0.35 0.32
H 1.49594 0.36859 0.25928 -0.77 0.09 1.30 0.43
F 1.49371 3.10140 0.29249 -0.03 -0.19 0.36 -0.28
C 1.57977 3.35939 -1.03284 0.07 0.23 -0.92 0.65
C 1.71023 4.66667 -1.46042 0.00 0.18 0.27 -0.39
C 1.80384 4.92993 -2.82093 -0.03 -0.29 -0.02 -0.47
C 1.75521 3.88348 -3.73585 0.00 0.04 -0.05 -0.53
C 1.61892 2.57449 -3.29201 0.02 0.16 0.03 -0.55
C 1.53595 2.30956 -1.93104 -0.02 -0.11 0.21 0.10
H 1.73819 5.46894 -0.73333 0.01 -0.05 -0.01 0.41
H 1.91405 5.94992 -3.16813 -0.02 -0.06 0.06 0.37
H 1.82411 4.09082 -4.79713 -0.01 -0.03 0.08 0.38
H 1.57714 1.76004 -4.00523 0.02 0.03 0.07 0.37
H 1.43864 1.29430 -1.56789 -0.02 0.00 -0.13 -0.04
```
Positions in Å, forces in eV/Å.

Output
HOMO: -11.83 eV
Kohn-Sham gap: 0.2574 Ha
LUMO: -4.83 eV
charge: +1